One molecule with the formula C7H14O at a distorted geometry, computed with wB97M-V/def2-TZVPD.

CARTESIAN COORDINATES (ANGSTROEM)
C 0.7340 -0.7509 2.9106
C 0.8719 0.4024 1.9685
C 1.4884 0.0222 0.5883
C 0.6485 -0.8899 -0.3192
C -2.0204 0.6690 -2.6301
O -1.9725 1.9602 -2.0016
C -1.1091 -0.3599 -2.0582
C -0.5860 -0.2364 -0.8343
H 1.5807 -1.4530 2.8818
H 0.7385 -0.4827 3.9690
H -0.1001 -1.4132 2.6675
H -0.1001 0.7553 1.6426
H 1.4567 1.2481 2.3248
H 2.4603 -0.4508 0.7597
H 1.7184 0.9703 0.0903
H 0.5040 -1.8683 0.1493
H 1.3545 -1.1122 -1.1305
H -1.7277 0.8146 -3.6827
H -3.1082 0.5420 -2.5867
H -1.0923 2.1698 -1.7226
H -0.8119 -1.1497 -2.7349
H -0.9277 0.6129 -0.2515

- SMILES: CCCC/C=C/CO
- Frontier orbital gap: 10.4 eV
- Energy relative to the best compared isomer or geometry (same formula, charge and spin): 149.51 kJ/mol
- 2S+1: 1

C23H30ClN4O4PdS as an isolated structure at a distorted geometry, computed with wB97M-V/def2-TZVPD.

CARTESIAN COORDINATES (ANGSTROEM)
Pd 0.3193 -2.1731 -0.7028
Cl 3.4136 -5.4989 2.0653
C 1.8390 -5.1852 1.4429
C 0.7076 -5.5748 2.1363
C -0.5314 -5.3050 1.5809
C -0.5913 -4.6316 0.3754
N 0.5045 -4.2281 -0.2898
C 1.7027 -4.5177 0.2409
H 0.8004 -6.0808 3.0879
H -1.4400 -5.6103 2.0799
H -1.5392 -4.4220 -0.1026
H 2.5719 -4.2024 -0.3202
C 2.5261 -0.7300 3.1995
C 1.2143 -1.1792 3.2705
C 0.5684 -1.6444 2.1273
C 1.2579 -1.6555 0.9268
C 2.5728 -1.2269 0.8398
C 3.2038 -0.7538 1.9866
H 3.0238 -0.3698 4.0903
H 0.6891 -1.1748 4.2177
H -0.4536 -1.9986 2.1897
H 3.1027 -1.2610 -0.1045
H 4.2291 -0.4100 1.9308
C 1.8569 4.3199 3.5732
C 0.8451 4.0350 2.4982
C 0.2877 5.0614 1.7450
C -0.6052 4.7912 0.7162
C -0.9505 3.4732 0.4628
C -0.4231 2.4247 1.2152
C 0.4690 2.7166 2.2266
S -1.9843 3.1061 -0.9016
O -2.3615 4.3181 -1.5582
O -3.0164 2.1941 -0.4457
N -1.1020 2.1675 -1.9264
C 0.2944 2.5637 -2.1883
C 1.0558 1.3926 -2.7924
C 0.9105 0.0587 -2.0849
O 1.5642 -0.9197 -2.4483
O 0.0207 -0.0285 -1.1466
H 2.0048 5.3891 3.7109
H 2.8186 3.8742 3.3131
H 1.5462 3.8885 4.5254
H 0.5575 6.0883 1.9571
H -1.0324 5.5833 0.1175
H -0.6896 1.3968 1.0026
H 0.8898 1.9063 2.8114
H -1.0395 1.2523 -1.4642
H 0.7769 2.8797 -1.2611
H 0.3155 3.4058 -2.8779
H 2.1167 1.6401 -2.8328
H 0.7463 1.2173 -3.8269
N -3.7885 0.5090 -3.2295
C -2.8726 -0.6407 -3.5133
C -2.4487 -1.3493 -2.2252
N -1.3592 -2.2886 -2.4662
H -3.9968 1.0399 -4.0779
H -3.3612 1.1752 -2.5635
H -4.6760 0.2022 -2.8277
H -1.9971 -0.2266 -4.0125
H -3.3736 -1.3214 -4.2001
H -3.2894 -1.8811 -1.7757
H -2.1041 -0.6064 -1.5076
H -0.6301 -1.8528 -3.0328
H -1.6667 -3.1217 -2.9559

- Total charge: +1
- Frontier orbital gap: 8.0 eV
- Energy relative to the best compared isomer or geometry (same formula, charge and spin): 0.00 kJ/mol
- 2S+1: 1

A 2-piece molecular cluster, C3H5NO2 overall, computed with wB97M-V/def2-TZVPD.

CARTESIAN COORDINATES (ANGSTROEM)
N 1.2334 -0.8682 -1.0505
C 0.7588 -0.9770 0.1190
C -0.7002 -1.3091 0.2892
O -1.6094 -0.6387 -0.1385
C -0.5925 1.9017 -0.0391
O 0.3326 1.7626 0.7250
H 2.2362 -0.6759 -1.0029
H -0.9031 -2.2432 0.8521
H 1.3341 -0.8946 1.0512
H -0.5596 1.5461 -1.0830
H -1.5302 2.3964 0.2775

- SMILES: [H]/N=C/C=O.C=O
- Frontier orbital gap: 10.1 eV
- Energy relative to the best compared isomer or geometry (same formula, charge and spin): 267.74 kJ/mol
- 2S+1: 1

A 2-piece molecular cluster, C2HCl5F3O2S2 overall at a distorted geometry, computed with wB97M-V/def2-TZVPD.

CARTESIAN COORDINATES (ANGSTROEM)
O 1.8038 0.7624 0.9034
S 1.4113 1.3749 -0.4959
O 1.0157 2.8755 -0.2661
S 3.1398 1.1501 -1.7156
Cl 3.5973 -0.9208 -1.5307
C -0.0896 0.5325 -1.2604
F 0.0265 0.6801 -2.7445
F -0.2532 -0.8942 -0.8306
F -1.3314 1.2581 -0.8230
H 2.8371 1.3384 -3.0795
C -2.4314 -1.6314 2.3686
Cl -2.4563 -3.1203 1.3902
Cl -3.9608 -0.7461 2.1416
Cl -2.2395 -2.0542 4.0887
Cl -1.0691 -0.6051 1.8537

- Total charge: +1
- Frontier orbital gap: 5.3 eV
- 2S+1: 1

C15H7Cl2F6N3O6PtS2Se as an isolated structure, computed with wB97M-V/def2-TZVPD.

CARTESIAN COORDINATES (ANGSTROEM)
Pt 0.9080 1.0793 0.0350
F 2.1711 3.1300 -2.5909
C 1.0634 3.0602 -3.3177
F 1.1391 2.0418 -4.1536
F 0.9301 4.1863 -4.0066
S -0.4181 2.9224 -2.1776
O 0.1791 2.8151 -0.7996
O -1.1552 4.1350 -2.3157
N -1.0379 1.6038 -2.6765
S -2.2323 0.8433 -1.9308
O -3.4659 1.5660 -1.9315
O -1.8099 0.2004 -0.7141
C -2.4090 -0.5240 -3.1579
F -3.0629 -1.5213 -2.5679
F -3.0999 -0.1144 -4.2138
F -1.2204 -0.9725 -3.5602
Cl 2.7260 -5.6972 -1.4033
C 2.3762 -4.1699 -0.7212
C 2.2188 -4.0820 0.6569
C 1.9351 -2.8288 1.1749
Cl 1.7286 -2.6612 2.8642
C 1.8072 -1.6659 0.3579
O 1.5713 -0.5525 0.9380
C 1.9977 -1.7939 -1.0981
C 1.9786 -0.7007 -1.9803
O 1.7534 0.5348 -1.6771
C 2.2728 -3.0665 -1.5849
H 2.3235 -4.9426 1.2978
H 2.1947 -0.8912 -3.0281
H 2.4258 -3.2074 -2.6466
Se 0.2180 3.4874 2.1893
N 0.0724 1.7575 1.7236
C -0.6071 1.1301 2.6678
C -1.0395 -0.2315 2.6265
C -1.7247 -0.7097 3.6852
C -2.0283 0.1024 4.8358
C -1.6807 1.4033 4.8938
C -0.9691 1.9716 3.7855
N -0.6134 3.2377 3.7064
H -0.8538 -0.8287 1.7461
H -2.0751 -1.7338 3.6650
H -2.5661 -0.3422 5.6630
H -1.9215 2.0298 5.7415

- Frontier orbital gap (alpha / beta): 5.1 / 6.0 eV
- Energy relative to the best compared isomer or geometry (same formula, charge and spin): 34.15 kJ/mol
- 2S+1: 3